Entry from OMol25: AgClN2O6 as an isolated structure in a non-equilibrium geometry (the ωB97M-V functional and the def2-TZVPD basis).

Geometry (Å):
Ag 2.74144 6.71512 7.02780
Cl 3.02301 8.13888 8.82243
O 1.64994 8.16052 3.62505
O 2.48329 4.81497 7.47156
O 2.37608 6.38555 4.65306
O 2.42075 8.29592 5.61128
O 1.99874 2.97886 8.50097
O 2.02814 4.78335 9.69951
N 2.14931 4.13064 8.67980
N 2.12946 7.65068 4.58902

Calculated values
* energy: -31780.7169 eV
* ΔE to the lowest compared entry with this formula, charge and spin: 0.0 kJ/mol
* net charge: -2
* E_HOMO: 0.301 eV